1.
C3H2N4O in the gas phase. Source: the OMol25 dataset; level of theory: wB97M-V/def2-TZVPD.

SMILES ... O=Cc1ncnnn1
Lowest unoccupied orbital energy ... -1.343 eV
Spin multiplicity ... 1

Positions of all 10 atoms, in Å:
1 O 2.02322 -0.16613 1.99944
2 C 1.32381 -0.89003 1.20079
3 C -0.01591 -0.46645 0.32497
4 N -0.20365 -1.12382 -0.74657
5 C -0.98879 -0.41404 -1.57859
6 N -1.14672 0.85704 -1.57806
7 N -0.89196 1.55001 -0.40118
8 N -0.38926 0.83465 0.65751
9 H 1.60069 -1.95140 1.13921
10 H -1.27991 -0.92158 -2.33955

***

2.
A molecular structure, C3H2N4O. Source: the OMol25 dataset; level of theory: wB97M-V/def2-TZVPD.

Lowest unoccupied orbital energy ... -1.292 eV
Spin multiplicity ... 1

Positions of all 10 atoms, in Å:
1 C -0.84911 -0.40881 0.49228
2 C -0.94664 0.96844 -0.06489
3 C 1.26744 1.03474 -0.19246
4 H -1.93641 1.84010 0.42249
5 H 1.96461 1.72237 0.14014
6 N 0.07148 1.63927 -0.42099
7 N 1.44952 -0.27052 -0.31292
8 N 0.54522 -1.15933 -0.94450
9 N -0.56211 -1.35056 -0.50565
10 O -0.92340 -0.64258 1.66453

***

Which of the structures shown above is the most stable? The most stable is 1.